No. 1
C30H23BBr2F6O2S | ωB97M-V/def2-TZVPD

Last column: natural (NBO) charge in e.
Cartesian coordinates (Å):
C -5.806948 1.915990 -4.443823  -0.6319
C -4.767561 1.250266 -3.621147  -0.2255
C -4.092481 0.080067 -3.903114  -0.2539
C -3.117777 -0.278874 -2.912830  -0.2943
C -3.022151 0.637555 -1.898599  -0.4019
B -2.055639 0.481970 -0.605068  0.7657
C -0.563992 0.689612 -1.287166  -0.2404
C -0.072843 1.973161 -1.383751  -0.1107
C 1.189024 2.187764 -1.932457  -0.1734
C 1.666301 3.606481 -2.001623  0.9780
F 2.923886 3.714208 -2.510414  -0.3292
F 0.836260 4.372231 -2.784085  -0.3248
F 1.672278 4.180764 -0.752840  -0.3371
C 1.947269 1.133027 -2.415181  -0.2126
C 1.432462 -0.150165 -2.296188  -0.1956
C 2.213160 -1.298389 -2.850482  0.9801
F 2.080407 -2.421770 -2.071630  -0.3381
F 1.807067 -1.633452 -4.112193  -0.3210
F 3.554726 -1.014958 -2.924999  -0.3433
C 0.181226 -0.384543 -1.722134  -0.1274
O -2.251392 1.508141 0.392472  -0.7179
C -2.916028 0.864034 1.459616  -0.0819
C -2.801611 -0.666673 1.206539  -0.0765
O -2.363907 -0.849009 -0.122066  -0.7039
S -4.181458 1.904805 -2.104365  0.3881
H -6.038094 1.313078 -5.328993  0.2161
H -6.729801 2.045622 -3.863195  0.2120
H -5.459909 2.901364 -4.785770  0.2129
H -4.287370 -0.502945 -4.796583  0.2024
H -2.512983 -1.174585 -2.983736  0.2090
H -0.654972 2.826083 -1.050287  0.2328
H 2.920416 1.298805 -2.854783  0.2372
H -0.200755 -1.398318 -1.632399  0.2294
H -2.443386 1.160932 2.409288  0.1452
H -3.974218 1.176562 1.489192  0.1670
H -2.039292 -1.118444 1.864326  0.1259
H -3.774489 -1.154168 1.395402  0.1729
Br -2.724702 0.015313 7.406218  0.1243
C -1.572208 0.105736 5.913502  -0.0259
C -1.394538 1.317819 5.229568  -0.2518
C -0.678731 1.337395 4.033359  -0.1021
C -0.102831 0.146665 3.501797  -0.1742
C 0.562294 0.147102 2.226172  0.1164
C 1.603486 -0.744628 1.966243  -0.3118
C 2.625902 -0.522149 1.059942  0.0818
C 3.653017 -1.476066 0.770479  -0.1868
C 4.682290 -1.150891 -0.155001  -0.0811
C 5.567133 -2.112130 -0.615300  -0.2488
C 5.513029 -3.414454 -0.098646  -0.0201
Br 6.704427 -4.731336 -0.741095  0.1258
C 4.574200 -3.741288 0.890832  -0.2690
C 3.666506 -2.783638 1.330305  -0.0541
C -0.195888 -1.033528 4.287154  -0.0606
C -0.922136 -1.053952 5.472963  -0.2718
H -1.819474 2.227840 5.635125  0.2457
H -0.547104 2.271922 3.487428  0.2431
H 0.349208 0.953001 1.531625  0.2594
H 1.649502 -1.652130 2.565862  0.2103
H 2.687296 0.449010 0.564707  0.2393
H 4.737909 -0.129400 -0.531940  0.2353
H 6.298757 -1.874920 -1.379127  0.2458
H 4.560624 -4.746431 1.293503  0.2400
H 2.930196 -3.066546 2.082713  0.2077
H 0.286298 -1.950368 3.947555  0.2094
H -0.989883 -1.964202 6.059129  0.2405

Cartesian forces (eV/Å) of the 2 atoms listed first:
C -0.268 0.286 -0.066
C 0.953 -0.943 0.336

LUMO energy: -3.595 eV
largest force on an atom: 0.0580 hartree/bohr
highest occupied orbital energy: -6.66 eV
DFT total energy: -203479.5883 eV
net charge: 0

=====

No. 2
C24H64GaIO8PS | ωB97M-V/def2-TZVPD

Last column: Mulliken charge in e.
Cartesian coordinates (Å):
O -2.277356 -11.931600 -0.690894  -0.5239
P -3.149667 -10.863359 -1.562944  0.5123
O -2.840687 -9.525824 -0.704238  -0.3117
S -2.431291 -10.732788 -3.371885  -0.5379
Ga -5.410460 -11.577817 -1.446618  0.2422
I -6.585281 -10.067600 0.367005  -0.4585
H -2.878007 -12.371094 -0.073196  0.2981
H -2.876058 -8.747982 -1.281818  0.2050
H -5.393647 -13.084578 -0.932686  -0.2218
H -6.175147 -11.389978 -2.808789  -0.1961
C -1.753880 -4.531159 -2.430661  -0.5284
C -2.865825 -5.146776 -1.597783  -0.4240
O -2.490270 -6.344700 -0.949321  -0.3439
C -1.416024 -6.245896 -0.030382  -0.2826
C -1.680898 -5.283134 1.112982  -0.6133
H -1.404139 -5.242335 -3.180034  0.3039
H -2.115145 -3.636145 -2.940071  0.4191
H -0.897461 -4.245474 -1.816423  -0.2725
H -3.701313 -5.421993 -2.241220  0.3882
H -3.248872 -4.418642 -0.872233  0.2422
H -0.488675 -5.975384 -0.549813  0.2191
H -1.282485 -7.256928 0.353108  0.3473
H -1.819755 -4.261580 0.757520  -0.1783
H -0.838528 -5.281146 1.805377  0.3895
H -2.580673 -5.577932 1.654971  0.3292
C 2.237899 -3.172541 -1.694362  -1.3166
C 1.494761 -2.272829 -0.722091  -0.0516
O 1.352411 -2.822774 0.575272  -0.3079
C 2.560847 -3.110396 1.258140  -0.4195
C 3.444682 -1.895026 1.478217  -1.0017
H 1.739258 -4.139484 -1.772355  0.2508
H 2.264862 -2.714472 -2.683648  0.4310
H 3.267826 -3.348909 -1.381812  0.3611
H 0.476775 -2.115752 -1.082367  0.2646
H 1.965732 -1.283428 -0.669604  0.2199
H 3.114777 -3.903059 0.742402  0.3536
H 2.247613 -3.518337 2.219034  0.3534
H 3.784617 -1.462254 0.535926  0.2641
H 4.330059 -2.172015 2.051751  0.4547
H 2.902085 -1.124379 2.029030  0.1705
C 1.744852 2.941113 5.072239  -0.9824
C 2.766878 2.075217 4.355125  -0.3790
O 2.215309 1.224344 3.368048  -0.3642
C 1.530399 1.865764 2.306760  -0.1223
C 2.391816 2.820576 1.496732  -1.0961
H 0.973038 2.321084 5.529258  0.2877
H 2.235518 3.519319 5.856106  0.3947
H 1.257472 3.646711 4.398183  0.1952
H 3.240254 1.399555 5.067853  0.3657
H 3.562909 2.697770 3.929235  0.3052
H 0.635396 2.377386 2.679705  0.1790
H 1.184494 1.057676 1.661212  0.1596
H 2.753078 3.659118 2.094344  0.3286
H 1.809836 3.229750 0.669581  0.3798
H 3.258071 2.298303 1.087641  0.3323
C -2.878178 -1.152420 0.774837  -0.8591
C -2.028639 0.059466 0.441579  0.2679
O -2.757166 1.196507 0.014152  -0.5231
C -3.690060 1.728901 0.935984  -0.3185
C -3.074716 2.169430 2.253539  -0.9650
H -3.484793 -1.442286 -0.084284  0.2823
H -2.236558 -1.990013 1.049222  0.1538
H -3.551001 -0.965662 1.613193  0.3150
H -1.368651 -0.180827 -0.392932  0.1466
H -1.386565 0.326844 1.289315  -0.0695
H -4.513671 1.026883 1.109818  0.3063
H -4.113492 2.598592 0.431790  0.3630
H -2.647318 1.333299 2.808827  0.3168
H -3.838047 2.629250 2.882276  0.4611
H -2.287694 2.904018 2.074485  0.0758
C -0.041928 6.677009 -0.307894  -1.0205
C -0.728026 5.470977 0.305716  -0.1243
O -2.142033 5.535991 0.324188  -0.4618
C -2.783690 5.662224 -0.934231  -0.3800
C -2.434264 4.561480 -1.919532  -0.7170
H -0.334627 7.592223 0.209230  0.2980
H 1.039955 6.562286 -0.239532  0.2288
H -0.285063 6.792269 -1.365216  0.2678
H -0.444045 5.380322 1.355606  0.3284
H -0.394915 4.552566 -0.193029  0.2249
H -2.588677 6.647301 -1.375821  0.3448
H -3.847601 5.626625 -0.698014  0.3888
H -1.379715 4.580607 -2.198425  0.2102
H -3.019428 4.671481 -2.833199  0.4112
H -2.643094 3.581655 -1.485549  0.0245
C 4.202694 5.843466 -3.943539  -1.0630
C 3.539718 6.906084 -3.084288  -0.3795
O 3.198413 6.468804 -1.781354  -0.3168
C 4.269799 6.025105 -0.968168  -0.0388
C 5.331330 7.079261 -0.705401  -1.2071
H 3.564938 4.962507 -4.021568  0.2969
H 4.376858 6.235489 -4.946040  0.3930
H 5.166586 5.530236 -3.540514  0.2704
H 2.590654 7.201218 -3.532267  0.3178
H 4.164126 7.806079 -3.038684  0.3074
H 4.724340 5.120330 -1.387720  0.3100
H 3.799868 5.734929 -0.027653  0.1159
H 5.842328 7.385544 -1.618905  0.2920
H 6.084202 6.682277 -0.023679  0.3990
H 4.885861 7.965485 -0.251828  0.3118

Cartesian forces (eV/Å) of the 2 atoms listed first:
O -0.170 -0.083 0.220
P 0.061 -0.181 -0.278

LUMO energy: 1.530 eV
largest force on an atom: 0.0080 hartree/bohr
highest occupied orbital energy: -4.63 eV
DFT total energy: -122909.3698 eV
net charge: -1

=====

No. 3
C47H63BF5IOP2SiZr | ωB97M-V/def2-TZVPD

Last column: Mulliken charge in e.
Cartesian coordinates (Å):
Zr -1.073905 0.394699 0.333712  -0.7630
C 1.406999 -1.809945 -1.288375  -1.8842
Si 1.520995 -0.169724 -0.271981  2.0810
C 2.203056 1.108176 -1.558409  1.3537
C 2.633613 0.604738 -2.797820  -0.1558
C 2.918313 1.421246 -3.881603  -1.0672
C 2.757104 2.791821 -3.763770  -1.0106
C 2.359961 3.323284 -2.547954  0.0278
C 2.109762 2.514246 -1.436603  -0.5558
P 1.758408 3.290823 0.193822  0.8791
C 3.419816 4.103415 0.541352  0.1035
C 3.501033 4.420516 2.040721  0.1557
C 4.821883 5.083877 2.428489  -1.1154
C 6.010073 4.216974 2.018575  -0.6397
C 5.937834 3.895547 0.527440  -1.1624
C 4.613164 3.217407 0.171224  -0.1914
C 0.575905 4.670270 -0.334446  -0.0994
C 1.096381 6.080403 -0.670494  -1.4589
C 1.387301 6.962634 0.547448  -0.0572
C 0.211073 7.002239 1.526152  -1.1681
C -0.235426 5.589162 1.901708  -0.3487
C -0.603156 4.803753 0.647686  -0.4853
C 3.058730 -0.822326 0.722646  0.3747
C 4.318091 -0.606310 0.149321  -0.2735
C 5.450337 -1.280743 0.584695  -1.1229
C 5.340443 -2.237599 1.584098  -0.9552
C 4.106198 -2.468144 2.169946  -0.2994
C 2.976489 -1.742018 1.788314  -0.3498
P 1.353946 -1.894405 2.616620  1.6495
C 1.501591 -0.967488 4.250479  0.2596
C 2.046457 -1.654225 5.519534  -1.4609
C 3.558705 -1.596133 5.708861  -0.4719
C 4.033834 -0.152292 5.651443  -1.3220
C 3.663886 0.454327 4.302476  0.1230
C 2.151042 0.422895 4.043536  -0.3595
C 1.315678 -3.674852 3.173155  -0.3967
C 0.017974 -3.983087 3.941266  -1.4297
C -1.176088 -4.266531 3.030576  -0.0058
C -0.868385 -5.385913 2.044131  -1.2562
C 0.349496 -5.047897 1.191044  0.4213
C 1.571531 -4.677558 2.032543  -1.4003
H 2.348153 -2.004894 -1.806622  0.7579
H 1.285011 -2.647942 -0.588317  0.0811
H 0.604002 -1.831897 -2.036355  0.4799
H 2.726092 -0.464109 -2.933168  0.2637
H 3.238671 0.984625 -4.820825  0.3601
H 2.955485 3.445155 -4.605529  0.4459
H 2.264966 4.397421 -2.462061  0.1280
H 3.486417 5.029272 -0.039014  0.8285
H 2.670523 5.047564 2.362268  -0.0261
H 3.395171 3.474844 2.575482  -0.3901
H 4.897399 6.057540 1.928540  0.3060
H 4.839364 5.275410 3.504740  0.4369
H 6.949847 4.719487 2.260288  0.4422
H 5.987101 3.279291 2.586707  0.1765
H 6.030866 4.826120 -0.045704  0.3415
H 6.771006 3.251482 0.233044  0.4359
H 4.604324 2.967637 -0.890789  0.2844
H 4.534283 2.279461 0.731664  -0.0395
H 0.165436 4.237704 -1.249797  0.6090
H 1.977660 6.049666 -1.313910  0.2811
H 0.306812 6.566948 -1.256722  0.7090
H 2.271082 6.597137 1.071216  -0.2989
H 1.625560 7.973054 0.204319  0.4868
H 0.486346 7.574924 2.415108  0.4220
H -0.632805 7.521701 1.057755  0.3907
H 0.568811 5.067951 2.429668  0.0291
H -1.087506 5.623667 2.584312  0.5114
H -0.999263 3.822776 0.907676  -0.3786
H -1.406342 5.344039 0.129326  0.6708
H 4.410002 0.087231 -0.679284  0.2915
H 6.410701 -1.079115 0.125314  0.4517
H 6.209091 -2.800114 1.907594  0.4217
H 4.031260 -3.229451 2.935974  0.4214
H 0.442206 -0.782495 4.454411  0.5403
H 1.592971 -1.123314 6.367372  0.5068
H 1.702088 -2.684024 5.600729  0.3927
H 3.816926 -2.056852 6.665521  0.4470
H 4.068918 -2.164539 4.928044  0.0547
H 3.550068 0.419530 6.452865  0.3464
H 5.112403 -0.089617 5.814099  0.4948
H 4.006606 1.487706 4.268982  0.3339
H 4.192510 -0.084042 3.509191  -0.1910
H 1.666062 1.128588 4.727382  0.9906
H 1.952340 0.787798 3.031484  -0.8096
H 2.149028 -3.785375 3.869567  0.7761
H 0.189575 -4.863958 4.571313  0.5114
H -0.236374 -3.161475 4.612046  0.5065
H -2.041422 -4.530097 3.643233  0.4725
H -1.461321 -3.349670 2.498378  -0.2468
H -0.665992 -6.303529 2.608081  0.3782
H -1.732479 -5.587327 1.406843  0.4940
H 0.607506 -5.900255 0.558913  0.5982
H 0.101641 -4.232799 0.499392  -0.5280
H 1.969781 -5.597272 2.476924  0.5301
H 2.354992 -4.292782 1.375421  0.4063
I -4.113088 -0.682825 0.162221  0.1467
C -3.598746 -1.637440 -1.645069  0.3007
C -4.418547 -2.617245 -2.115872  -0.4543
C -4.167268 -3.158298 -3.396782  -0.6801
C -3.162737 -2.647400 -4.165699  -0.8340
C -2.331556 -1.603648 -3.687233  0.8553
C -1.372270 -0.982427 -4.530355  -1.0877
C -0.667864 0.094204 -4.085021  -0.8109
C -0.796794 0.519516 -2.741029  -1.1294
C -1.625785 -0.104541 -1.833765  0.8430
C -2.490036 -1.115491 -2.362118  1.0783
H -5.261356 -2.966054 -1.533394  0.4319
H -4.807053 -3.947005 -3.774462  0.3874
H -3.001025 -3.016169 -5.173236  0.4010
H -1.249482 -1.353014 -5.542971  0.3757
H 0.023594 0.609029 -4.741516  0.4475
H -0.201763 1.368401 -2.427049  0.3944
O -1.179269 -1.932712 0.216298  -0.5814
H -0.703902 -2.345964 -0.516617  0.2262
H -1.179993 -2.540259 0.964154  -0.2463
F -1.303145 2.152902 -0.284299  -0.8912
F -1.637789 -0.452019 2.372792  -0.3591
B -1.613404 0.944844 2.828313  0.1722
F -0.339202 1.366186 2.337062  0.0883
F -2.557447 1.564104 1.987812  -0.2993
F -1.799857 1.078586 4.152697  -0.2740

Cartesian forces (eV/Å) of the 2 atoms listed first:
Zr -0.708 -0.928 -0.625
C -0.140 -0.012 0.006

LUMO energy (spin up / spin down): -0.171 / -0.172 eV
largest force on an atom: 0.0258 hartree/bohr
highest occupied orbital energy (spin up / spin down): -7.61 / -7.61 eV
DFT total energy: -101920.3146 eV
net charge: 0

=====

No. 4
C4H16NO3 | ωB97M-V/def2-TZVPD

Last column: natural (NBO) charge in e.
Cartesian coordinates (Å):
O -0.763909 -1.386752 -1.664650  -0.7526
C -1.012745 0.005840 -1.722572  -0.0743
C -0.548057 0.620377 -0.397264  -0.0601
N 0.839056 -0.027290 -0.180906  -0.5628
C 1.022806 -0.309361 1.342581  -0.3952
C -0.383590 2.108148 -0.222685  -0.6453
H -1.494441 -1.964964 -1.974101  0.5096
H -1.955252 0.344489 -2.019426  0.2128
H -0.162321 0.299218 -2.514282  0.1625
H -1.324645 0.344019 0.476842  0.2473
H 0.824398 -0.964357 -0.700560  0.5014
H 1.550588 0.519685 -0.564300  0.4119
H 0.268015 -1.173781 1.595186  0.2459
H 1.019717 0.597928 1.972582  0.2409
H 1.980649 -0.696699 1.476697  0.2114
H 0.693254 2.427725 -0.038386  0.2152
H -0.858909 2.679293 -0.881791  0.2322
H -0.791560 2.367500 0.802934  0.2503
H 1.018103 -3.529866 -1.116307  0.5114
H 2.338686 -2.657579 -1.396339  0.4968
O 1.445783 -2.603062 -0.923650  -0.9696
H -1.948689 0.810594 2.680702  0.4862
H -0.791805 1.358953 3.385429  0.4896
O -0.965123 0.829933 2.584274  -0.9654

Cartesian forces (eV/Å) of the 2 atoms listed first:
O -1.740 -0.922 0.122
C 4.550 0.603 -1.340

LUMO energy: -2.639 eV
largest force on an atom: 0.1054 hartree/bohr
highest occupied orbital energy: -14.12 eV
DFT total energy: -12032.0693 eV
net charge: +1

=====

- The highest net charge belongs to which entry?
  C4H16NO3